(1)
A gas-phase ion, C5H14N3 (charge +1) at a distorted geometry, computed with ωB97M-V/def2-TZVPD.

Each atom is followed by the atoms it is bonded to, with distances in Å.
Cartesian coordinates (Å):
1 C 1.07 0.87 0.96  C2 1.559, N6 1.446, H9 1.191, H10 1.023
2 C 0.38 1.58 -0.25  C1 1.559, N8 1.532, H11 1.074, H12 1.039
3 C -1.15 -0.54 -0.38  N7 1.333, N8 1.490, H13 1.157
4 C 0.88 -1.33 1.93  N6 1.398, H14 1.199, H15 1.076, H16 1.053
5 C 0.37 -0.02 -2.12  N8 1.522, H17 0.992, H18 1.068, H19 1.097
6 N 0.27 -0.11 1.66  C1 1.446, C4 1.398
7 N -2.43 -0.55 -0.02  C3 1.333, H20 0.980, H21 1.041
8 N -0.51 0.62 -1.05  C2 1.532, C3 1.490, C5 1.522, H22 0.993
9 H 2.04 0.48 0.39  C1 1.191
10 H 1.31 1.60 1.63  C1 1.023
11 H -0.28 2.34 0.14  C2 1.074
12 H 1.12 2.03 -0.81  C2 1.039
13 H -0.83 -1.63 -0.59  C3 1.157
14 H 0.05 -2.00 2.47  C4 1.199
15 H 1.18 -2.05 1.19  C4 1.076
16 H 1.65 -1.12 2.62  C4 1.053
17 H 1.28 -0.22 -1.77  C5 0.992
18 H -0.17 -0.76 -2.66  C5 1.068
19 H 0.68 0.68 -2.92  C5 1.097
20 H -2.84 0.31 0.21  N7 0.980
21 H -2.74 -1.34 0.59  N7 1.041
22 H -1.31 1.17 -1.23  N8 0.993

Properties
- Net charge: +1
- Gap between HOMO and LUMO (spin up / spin down): 9.4 / 7.7 eV
- E_HOMO (spin up / spin down): -12.59 / -11.29 eV
- 2S+1: 1
- Total energy: -362.7361 Eh
- Energy relative to the best compared isomer or geometry (same formula, charge and spin): 152.56 kcal/mol

Here are the Mulliken charges for atoms 1 to 6, given in e: -0.431 -0.773 -0.228 -0.881 -1.020 -0.308



(2)
2 unconnected molecules or ions with the total composition C5H14N4 at a distorted geometry, computed with ωB97M-V/def2-TZVPD.

Each atom is followed by the atoms it is bonded to, with distances in Å.
Cartesian coordinates (Å):
1 C -1.47 0.31 -1.56  C3 1.495, N4 1.372, H6 1.083
2 C 1.05 -0.04 -0.47  N5 1.401, H11 1.304, H12 1.088, C17 1.778
3 C -1.61 1.77 -1.28  C1 1.495, H13 1.090, H14 1.092, H15 1.094
4 N -2.39 -0.53 -0.98  C1 1.372, H7 1.010, H8 1.011
5 N 2.10 -0.81 -0.99  C2 1.401, H9 1.010, H10 1.018
6 H -1.24 0.03 -2.58  C1 1.083
7 H -2.28 -1.52 -1.14  N4 1.010
8 H -2.70 -0.30 -0.05  N4 1.011
9 H 1.84 -1.69 -1.41  N5 1.010
10 H 2.81 -0.95 -0.28  N5 1.018
11 H 0.19 0.15 -1.43  C2 1.304
12 H 1.28 0.98 -0.16  C2 1.088
13 H -0.67 2.28 -1.48  C3 1.090
14 H -1.85 1.94 -0.23  C3 1.092
15 H -2.40 2.22 -1.90  C3 1.094
16 C 1.34 -0.03 2.59  N18 1.378, N19 1.273, H21 1.104
17 C 0.08 -0.84 0.79  C2 1.778, N18 1.373, H22 1.095, H23 1.088
18 N 1.26 -0.87 1.50  C16 1.378, C17 1.373
19 N 2.22 -0.06 3.52  C16 1.273, H20 1.023
20 H 2.88 -0.82 3.36  N19 1.023
21 H 0.53 0.70 2.72  C16 1.104
22 H -0.71 -0.14 1.10  C17 1.095
23 H -0.28 -1.77 0.36  C17 1.088

Properties
- Net charge: 0
- Gap between HOMO and LUMO (spin up / spin down): 5.7 / 8.5 eV
- E_HOMO (spin up / spin down): -6.34 / -7.73 eV
- 2S+1: 1
- Total energy: -417.7297 Eh
- Energy relative to the best compared isomer or geometry (same formula, charge and spin): 124.75 kcal/mol

Here are the Mulliken charges for atoms 1 to 6, given in e: -0.304 -0.024 -1.078 -0.480 -0.518 0.472



(3)
3 unconnected molecules or ions with the total composition C5H14N4O at a distorted geometry, computed with ωB97M-V/def2-TZVPD.

Each atom is followed by the atoms it is bonded to, with distances in Å.
Cartesian coordinates (Å):
1 C 1.20 1.23 -2.83  C3 1.368, C4 1.519, C5 1.372
2 C 1.17 0.91 0.99  N6 1.203, N7 1.204
3 C 1.41 -0.08 -2.50  C1 1.368, N8 1.284, H11 1.084
4 C -0.09 1.82 -3.37  C1 1.519, H12 1.089, H13 1.160, H14 0.989
5 C 2.30 2.06 -2.85  C1 1.372, O10 1.273, H15 1.133
6 N 1.61 2.03 1.04  C2 1.203, H16 0.999
7 N 0.73 -0.20 0.80  C2 1.204, H18 0.952
8 N 0.59 -1.04 -2.73  C3 1.284, H19 1.044, H20 1.088
9 N -4.29 -3.87 7.29  H17 1.061, H21 1.060, H22 1.042, H23 1.037
10 O 2.31 3.28 -3.21  C5 1.273, H24 0.935
11 H 2.35 -0.40 -2.06  C3 1.084
12 H -1.00 1.50 -2.86  C4 1.089
13 H -0.36 1.56 -4.47  C4 1.160
14 H 0.01 2.80 -3.34  C4 0.989
15 H 3.25 1.74 -2.32  C5 1.133
16 H 1.46 2.95 1.39  N6 0.999
17 H -3.85 -4.65 7.87  N9 1.061
18 H 0.88 -0.99 1.31  N7 0.952
19 H 0.83 -2.02 -2.45  N8 1.044
20 H -0.30 -1.02 -3.35  N8 1.088
21 H -4.82 -3.05 7.70  N9 1.060
22 H -4.97 -4.50 6.82  N9 1.042
23 H -3.54 -3.73 6.58  N9 1.037
24 H 3.12 3.68 -3.45  O10 0.935

Properties
- Net charge: +2
- Gap between HOMO and LUMO: 8.5 eV
- E_HOMO: -14.57 eV
- 2S+1: 1
- Total energy: -492.5483 Eh
- Energy relative to the best compared isomer or geometry (same formula, charge and spin): 0.00 kcal/mol

Here are the Mulliken charges for atoms 1 to 6, given in e: 0.627 0.437 -0.163 -1.602 0.015 -0.408



(4)
2 unconnected molecules or ions with the total composition C5H14N4O2S at a distorted geometry, computed with ωB97M-V/def2-TZVPD.

Each atom is followed by the atoms it is bonded to, with distances in Å.
Cartesian coordinates (Å):
1 C 3.18 0.33 0.62  C2 1.554, C3 1.494, H13 1.045, H14 1.015
2 C 3.03 -1.05 -0.09  C1 1.554, C4 1.581, H15 1.077, H16 1.018
3 C 1.98 1.14 0.25  C1 1.494, N6 1.495, H17 1.109, H18 1.023
4 C 1.71 -0.95 -0.94  C2 1.581, N6 1.442, H19 1.075, H20 1.190
5 C -2.03 -0.44 -0.16  N7 1.234, N8 1.341, S12 1.898
6 N 1.41 0.46 -0.95  C3 1.495, C4 1.442, H22 1.004
7 N -1.56 -1.44 0.39  C5 1.234, H21 1.034
8 N -1.42 0.47 -0.94  C5 1.341, H23 1.000, H24 1.007
9 N -3.61 0.83 1.47  S12 1.742, H25 0.958, H26 1.025
10 O -4.24 0.94 -1.11  S12 1.426
11 O -4.72 -1.05 0.16  S12 1.409
12 S -3.86 0.04 -0.06  C5 1.898, N9 1.742, O10 1.426, O11 1.409
13 H 3.35 0.20 1.65  C1 1.045
14 H 4.00 0.78 0.23  C1 1.015
15 H 3.94 -1.17 -0.65  C2 1.077
16 H 2.96 -1.87 0.51  C2 1.018
17 H 1.09 1.12 0.90  C3 1.109
18 H 2.16 2.13 0.08  C3 1.023
19 H 1.93 -1.37 -1.91  C4 1.075
20 H 0.81 -1.67 -0.62  C4 1.190
21 H -2.33 -1.94 0.86  N7 1.034
22 H 1.92 0.79 -1.75  N6 1.004
23 H -0.43 0.44 -0.82  N8 1.000
24 H -1.87 1.36 -1.08  N8 1.007
25 H -3.79 1.74 1.69  N9 0.958
26 H -3.62 0.20 2.28  N9 1.025

Properties
- Net charge: 0
- Gap between HOMO and LUMO: 10.1 eV
- E_HOMO: -9.49 eV
- 2S+1: 1
- Total energy: -966.5298 Eh
- SMILES string: [H]/N=C(/N)S(N)(=O)=O.C1CCNC1

Here are the Mulliken charges for atoms 1 to 6, given in e: -0.709 -0.629 -0.620 -0.489 0.526 -0.570



(5)
2 unconnected molecules or ions with the total composition C5H14NO at a distorted geometry, computed with ωB97M-V/def2-TZVPD.

Each atom is followed by the atoms it is bonded to, with distances in Å.
Cartesian coordinates (Å):
1 C 0.77 -0.18 -0.66  C2 1.516, N6 1.506, H7 1.092, H8 1.090
2 C -0.57 -0.78 -1.05  C1 1.516, C3 1.529, H9 1.091, H10 1.094
3 C -1.69 -0.33 -0.11  C2 1.529, C5 1.509, H11 1.093, H12 1.087
4 C -2.22 -2.03 1.64  C5 1.318, H13 1.090, H14 1.063
5 C -1.58 -0.95 1.26  C3 1.509, C4 1.318, H15 1.067
6 N 0.78 1.29 -0.98  C1 1.506, H16 1.020, H17 1.031, H18 1.021
7 H 0.79 -0.25 0.43  C1 1.092
8 H 1.73 -0.60 -0.96  C1 1.090
9 H -0.54 -1.87 -1.02  C2 1.091
10 H -0.78 -0.65 -2.12  C2 1.094
11 H -1.81 0.74 0.03  C3 1.093
12 H -2.64 -0.63 -0.55  C3 1.087
13 H -2.94 -2.52 0.98  C4 1.090
14 H -2.17 -2.47 2.61  C4 1.063
15 H -0.96 -0.46 1.98  C5 1.067
16 H 0.68 1.42 -1.99  N6 1.020
17 H 1.60 1.73 -0.53  N6 1.031
18 H -0.08 1.65 -0.58  N6 1.021
19 H 3.94 1.70 0.78  O21 0.971
20 H 3.24 2.95 0.40  O21 0.969
21 O 3.17 1.99 0.27  H19 0.971, H20 0.969

Properties
- Net charge: +1
- Gap between HOMO and LUMO: 9.9 eV
- E_HOMO: -13.13 eV
- 2S+1: 1
- Total energy: -328.6398 Eh
- Energy relative to the best compared isomer or geometry (same formula, charge and spin): 29.16 kcal/mol

Here are the Mulliken charges for atoms 1 to 6, given in e: -0.682 -0.579 -0.723 -0.854 -0.037 -0.151



(6)
2 unconnected molecules or ions with the total composition C5H14NO at a distorted geometry, computed with ωB97M-V/def2-TZVPD.

Each atom is followed by the atoms it is bonded to, with distances in Å.
Cartesian coordinates (Å):
1 C -0.45 0.79 -1.18  O2 1.609, C3 1.457, H8 1.021, H9 1.184
2 O -1.89 0.34 -0.62  C1 1.609, H10 0.994
3 C 0.65 -0.16 -1.13  C1 1.457, C4 1.507, H11 1.116
4 C 1.07 -0.63 0.24  C3 1.507, C5 1.573, H12 1.137, H13 1.084
5 C 2.62 -0.87 0.19  C4 1.573, C6 1.573, H14 1.137, H15 1.165
6 C 3.27 -0.83 1.63  C5 1.573, H16 1.143, H17 1.116, H18 1.055
7 N -5.18 1.71 -0.01  H19 1.048, H20 1.062, H21 1.052
8 H -0.27 1.50 -0.46  C1 1.021
9 H -0.66 1.25 -2.25  C1 1.184
10 H -2.02 -0.63 -0.81  O2 0.994
11 H 0.60 -1.02 -1.83  C3 1.116
12 H 0.77 0.04 1.10  C4 1.137
13 H 0.67 -1.63 0.41  C4 1.084
14 H 2.96 -1.80 -0.37  C5 1.137
15 H 3.09 -0.02 -0.45  C5 1.165
16 H 4.41 -0.95 1.53  C6 1.143
17 H 3.14 0.25 1.90  C6 1.116
18 H 2.78 -1.50 2.27  C6 1.055
19 H -4.26 1.48 -0.45  N7 1.048
20 H -5.99 1.42 -0.63  N7 1.062
21 H -5.30 1.26 0.93  N7 1.052

Properties
- Net charge: +1
- Gap between HOMO and LUMO: 3.6 eV
- E_HOMO: -12.03 eV
- 2S+1: 1
- Total energy: -328.4513 Eh
- Energy relative to the best compared isomer or geometry (same formula, charge and spin): 147.40 kcal/mol

Here are the Mulliken charges for atoms 1 to 6, given in e: -0.729 -0.394 0.268 -0.333 -0.532 -1.152



Number 6 is which compound? C5H14NO